Record 1
The following is a quantum chemistry calculation of a structure of composition C31H38AuNO2 in a non-equilibrium geometry, from the Open Molecules 2025 dataset.

Summary:
**F_max**: 2.8 eV Å⁻¹
**E_LUMO (spin up / spin down)**: 0.02339 / -0.07691 Ha
**⟨S²⟩**: 2.072
**Relative energy (zero: lowest compared OMol25 entry of this formula, charge and spin)**: 0.7 kcal/mol
**Orbital gap (spin up / spin down)**: 7.8 / 5.0 eV

Structure (ORCA input):
```
! RIJCOSX wB97M-V def2-TZVPD def2/J DEFGRID3
* xyz 0 3
C 0.57610 1.89792 1.24966
C 2.01095 -2.99876 -4.43388
C -1.81325 4.20480 4.63927
H 3.65935 -1.05893 -6.07553
H -2.61078 5.60506 3.18490
C 2.79949 -1.66778 -4.16051
C 3.96499 -1.24983 -5.03783
C 0.28920 -0.96004 4.90847
H -3.19369 3.81469 1.52462
H -2.46207 -1.48690 -0.37489
H -1.58708 4.97660 5.38160
C -1.50582 -1.66460 1.68335
H 4.73736 -2.02731 -5.02794
C 1.41944 1.18145 2.14638
H -3.05960 0.85795 -3.49317
H 1.38561 1.23615 3.23392
C -2.16803 1.21867 -4.02802
H -0.68418 1.94646 -6.73778
H 2.32246 -1.88888 -2.05720
C -0.01062 -3.25308 0.95130
C 0.11645 -1.61241 7.22036
C -1.44549 0.01021 6.33227
H 2.60991 0.12477 -0.80572
H -1.42476 -0.61097 8.38484
H 0.93693 2.35979 -0.93696
Au -0.51281 0.18484 -0.05275
H 0.45165 1.30461 -4.86408
H 3.95698 -2.40718 -2.51486
C 2.36479 0.43899 1.39107
C -1.45993 2.88124 4.90389
H -1.98579 -0.92501 2.33396
O 1.61431 -0.88748 -4.46145
H 2.12617 -3.34008 -5.46535
H -0.39802 -2.92462 3.13838
H 0.47831 -2.20082 8.06245
H 1.51597 -2.47752 5.79680
H 0.75236 -1.02785 3.91817
H -2.89199 1.40705 2.15573
H 2.14525 -3.77650 -3.68131
C 0.76788 -2.10634 -4.29457
H -0.92451 2.60263 5.81837
C -2.76120 3.55401 2.49159
H -0.16076 2.64700 1.51701
N -1.25292 0.60531 3.96323
C -0.60924 -2.64863 2.10736
C -0.32479 0.55595 -5.15062
H 3.56211 -0.66220 -2.39227
C -0.95922 -0.72601 7.40470
H 0.73448 -4.05070 0.98622
C 3.18078 -1.64201 -2.68705
H -2.58833 2.68640 -5.57898
C 1.05752 1.64603 -0.12309
C 2.11949 0.63786 0.01359
C -1.55548 -1.66512 0.20168
O -1.08853 0.25120 -3.94877
H 0.31279 -2.07314 -3.28401
H 0.01115 -2.23535 -5.08612
H -1.79944 2.12288 -3.52468
C -2.54448 2.22061 2.79988
C -0.55080 -2.68018 -0.20151
H 0.15469 -0.33094 -5.56663
C -1.22280 1.12711 -6.24804
H 3.19579 -0.13618 1.80623
C 0.71770 -1.74745 5.95885
H -2.32370 0.65686 6.42984
C -2.46557 1.60707 -5.48231
C -1.75361 1.85831 3.94093
H 4.38875 -0.32448 -4.62525
H -1.47994 0.35208 -6.98637
H -3.36266 1.09785 -5.83913
C -0.80471 -0.06242 5.06326
H -0.27630 -2.89621 -1.23275
C -2.41427 4.55350 3.41720
*
```

Record 2
The following is a quantum chemistry calculation of a cluster of 8 separate species, C31H38BrCl28NO7P2S in total in a non-equilibrium geometry, from the Open Molecules 2025 dataset.

Summary:
**SMILES**: CCOP(=O)(CCCc1c(Br)c(CCCCOC)c(P(C)O)c2c1C(=O)N(CSCC)C2=O)OCC.ClC(Cl)(Cl)Cl.ClC(Cl)(Cl)Cl.ClC(Cl)(Cl)Cl.ClC(Cl)(Cl)Cl.ClC(Cl)(Cl)Cl.ClC(Cl)(Cl)Cl.ClC(Cl)(Cl)Cl
**F_max**: 9.2 eV Å⁻¹
**E_LUMO**: -0.05110 Ha
**Orbital gap**: 6.9 eV

Structure (ORCA input):
```
! RIJCOSX wB97M-V def2-TZVPD def2/J DEFGRID3
* xyz 0 1
H 1.58331 7.46364 0.09318
Cl -4.73787 -2.92094 8.86880
Cl -8.37997 1.71977 -4.12331
Cl -1.06811 0.78200 6.23398
C -0.44952 -0.54869 -0.94998
S -2.91525 -2.56755 0.50002
H -1.82441 -0.94988 3.92121
Cl -16.17743 -2.86983 -7.50947
H 2.39568 7.33171 -1.93641
Br 1.60318 1.99351 3.23029
O 7.46582 -0.95690 0.01223
C -15.53856 -3.92072 -6.22029
H -1.51389 2.74868 -4.48164
C -6.85959 0.99933 -3.53691
H -2.64224 -4.00442 -1.51629
C -0.51679 3.37468 0.78792
H 0.07580 6.12079 1.44515
H 3.71028 0.15287 2.32706
H -0.98272 -2.45246 2.23563
Cl -1.93013 3.32038 5.10317
H 1.71188 -1.53217 3.46104
Cl -6.47414 1.65534 -1.92583
P -1.97352 1.92110 -2.02693
N -0.69752 -2.95945 -1.27138
O -3.16926 0.72530 -2.45142
C -2.57084 -7.74657 1.27405
H -0.17737 4.92554 -0.87138
C 0.45230 4.41777 -0.02553
H 4.66587 -2.71465 1.00796
C -3.17084 -2.31210 8.27871
H -1.62069 -4.61871 -0.05614
H 2.85068 6.83565 1.41437
C 0.57034 -2.89452 -0.44372
H 1.44088 4.82408 1.99914
H 9.14849 -0.79989 -1.78898
Cl -9.65299 -2.80328 -5.99202
H 6.87934 1.07607 -0.71165
Cl 6.99271 -2.15481 -4.97469
C 3.40575 6.92805 -1.46363
Cl -3.25641 -0.54322 8.08334
C -2.16267 -2.47762 2.21499
H -0.17476 1.49892 -3.79460
Cl -7.04332 -0.76964 -3.42939
C 8.52917 -2.64962 -5.72900
C 7.06867 -0.02626 -1.05515
Cl -4.13787 -8.35541 1.86414
Cl -16.77084 -5.12699 -5.77213
Cl 8.57854 -4.42534 -5.86631
H -0.16193 3.28992 -3.20078
Cl -2.65641 -5.97769 1.07867
C -0.91007 -1.67705 -2.04666
C -1.90784 -3.63442 -0.66463
Cl -10.02689 0.05432 -6.39172
C -0.13117 1.79622 0.55543
H 8.41887 0.87637 1.75980
Cl -5.54099 1.39177 -4.66904
Cl -12.33857 -1.69936 -6.17734
Cl 9.89069 -2.09364 -4.72321
H 6.14503 -0.36143 -1.69054
H 4.26543 -1.42733 3.37185
H 7.28575 2.28805 1.07412
H 8.97474 1.06736 -1.98619
Cl -14.07601 -4.75436 -6.80376
H -3.38673 0.74874 -3.43569
H 3.97469 7.78497 -0.86100
C 8.37766 0.05420 -2.09291
H -1.61450 3.52327 0.35125
C -1.07998 2.54858 6.46554
Cl -2.79407 -3.06552 6.70869
H 4.08887 6.46414 -2.30395
H -2.56343 -3.43108 2.80752
C 7.63323 2.50112 3.31880
O 7.08286 -1.81510 2.52104
C 1.01424 5.50129 1.11399
C 2.15718 6.50721 0.50549
H 8.07077 -0.07202 -3.21977
H 8.20897 3.46212 2.93491
O 6.24558 0.72604 2.09119
H -0.61589 3.64128 1.94569
O 3.01183 5.86509 -0.50563
Cl 0.59582 3.14946 6.53690
C 7.47256 1.52935 1.97616
H 2.19561 -2.68264 2.04546
H -3.65960 -1.33243 3.67790
Cl -1.89499 -2.71883 9.45399
Cl 8.65471 -1.92469 -7.35171
P 6.42179 -0.86330 1.40236
C -0.87786 2.40653 -3.54763
O 1.51424 -3.83677 -0.24567
C -10.67997 -1.40141 -5.59877
C 1.20952 -0.61239 1.40219
C 4.63491 -1.52659 1.09361
Cl -1.91746 2.94241 7.98803
C 2.17520 -1.53202 2.36255
Cl -15.13000 -2.93162 -4.79575
H 8.23888 1.99623 4.18395
C 0.52284 -1.34865 0.10373
Cl -2.19407 -8.49999 -0.29597
H 6.57836 2.90630 3.70239
Cl -1.29499 -8.15330 2.44932
C -2.65558 -1.16592 3.10039
C 0.86346 0.98362 1.62566
H -2.75925 -0.18406 2.47220
C -0.81219 1.04005 -0.77047
H 1.34167 3.82273 -0.54622
H 4.17273 -1.14490 0.07138
Cl -10.70143 -1.15744 -3.83397
C 3.73765 -1.01789 2.39621
O -1.33367 -1.53852 -3.32148
*
```

Record 3
The following is a quantum chemistry calculation of a cluster of 2 separate species, C31H38Cl2FN3O10S3 in total in a non-equilibrium geometry, from the Open Molecules 2025 dataset.

Summary:
**F_max**: 2.7 eV Å⁻¹
**E_LUMO**: 0.11451 Ha
**Orbital gap**: 3.6 eV

Structure (ORCA input):
```
! RIJCOSX wB97M-V def2-TZVPD def2/J DEFGRID3
* xyz -2 1
C 5.77953 3.30385 -3.30883
C 5.52081 1.81353 -1.48889
N -3.05783 -3.10639 -4.56414
H 1.71392 -3.92429 1.91974
H 1.31160 -3.64457 5.35634
C -4.69948 1.09258 2.97539
H -1.49729 2.31701 3.42468
H -1.02610 -3.00325 2.42076
C -1.28144 0.91721 1.87283
C 3.04231 2.50607 -3.67253
H 5.71578 0.74600 0.31302
C 1.87765 0.54273 -2.23399
C -4.54436 -1.51549 0.11709
S 1.22323 -0.84198 -1.38187
C -3.93589 -2.44037 -3.90899
H 7.31808 -0.18957 -0.56622
O -3.64001 -4.33302 5.69016
H -5.49982 0.42133 0.23088
H 0.09276 -4.30229 4.19301
H -5.52835 -1.98325 0.09587
O 0.76694 4.83375 0.48419
H -4.34613 -0.52227 -1.76114
F 3.80404 0.92388 -5.20451
O -4.30599 -1.35962 -4.61265
H 4.20213 3.13202 -5.38339
C -0.53282 -0.94474 0.61463
H 2.11240 2.09153 1.25000
H -3.47053 2.21880 1.52453
H -1.88849 -1.11908 2.25189
C 2.34185 2.80388 -2.54398
Cl 2.41262 4.70798 2.46456
O 1.19801 -2.68549 3.54386
C -3.57064 -1.40235 -5.73410
H 1.88719 -4.62336 4.01959
H -4.31372 -1.05066 2.62034
H -0.39255 -4.28574 1.42056
N 1.07102 2.24871 -0.58346
C 0.23096 -0.08553 -0.12064
H -2.91060 -1.40451 -1.34897
H 2.62611 -0.76636 -3.74386
C 3.75909 3.56670 -4.49358
C -2.09930 1.50193 3.02491
C -4.64338 -0.08676 0.68205
O -4.25646 -5.17838 3.49726
C -1.30223 -0.43945 1.63877
O -1.93593 -5.29095 4.23704
C -4.87050 -0.21941 2.19091
H -1.56312 -2.73950 0.04814
H -5.64225 1.63397 2.87873
S -3.20089 -4.50968 4.29124
H 5.73302 2.36824 -3.86897
O 5.84343 3.12107 -1.92988
C -3.99667 -1.44956 -1.30568
C 6.33729 1.43770 -0.26237
H 4.47487 1.76886 -1.17493
C 1.60065 4.13478 0.94985
C -0.28666 -3.22791 1.65996
H -3.69746 0.39675 0.44270
O -2.93965 -3.14266 3.69047
C 1.11210 -3.90916 4.32000
C 0.26510 1.25536 0.10297
Cl 2.25274 4.47944 -2.12604
H -3.91483 -2.08049 0.80198
H -3.68128 2.94367 3.10137
H 1.67819 -2.19306 1.63842
S -4.58879 -2.82568 -2.34638
C 1.73460 1.82864 -1.77190
H 3.04488 4.34144 -4.75192
C -0.50912 1.72887 1.11202
O 4.75823 4.19453 -3.68689
N -2.82717 -2.42474 -5.72215
C 3.11982 1.21973 -4.09440
H 5.69811 1.03463 -2.23118
H 0.14937 -2.77321 -0.41171
H 6.71126 3.79300 -3.60538
H 3.01433 2.91372 -0.02878
H -0.54480 2.78124 1.35699
H -2.18077 0.69797 3.75434
C -0.56101 -2.44514 0.34758
O 7.54074 0.74074 -0.58411
C 2.02581 2.77631 0.40862
C -3.51882 1.99061 2.58880
H 6.51696 2.29136 0.38458
C 2.54061 0.24576 -3.37738
C 1.15795 -3.00768 2.15331
H -5.92322 -0.49382 2.29844
H -4.53521 0.81104 4.01547
H -3.65651 -0.64755 -6.48504
*
```

Record 4
The following is a quantum chemistry calculation of a structure of composition C31H38F6N4OP2Re in a non-equilibrium geometry, from the Open Molecules 2025 dataset.

Summary:
**F_max**: 5.3 eV Å⁻¹
**E_LUMO (spin up / spin down)**: -0.25601 / -0.33810 Ha
**⟨S²⟩**: 3.831
**Orbital gap (spin up / spin down)**: 6.0 / 3.8 eV

Structure (ORCA input):
```
! RIJCOSX wB97M-V def2-TZVPD def2/J DEFGRID3
* xyz 2 4
C -2.23612 2.50259 -2.29900
H 4.25990 -0.47139 0.03095
N -3.48691 -0.83933 -2.20587
C 1.27783 -2.52463 1.78174
H -2.52588 0.90407 2.67932
H 1.58614 2.27699 3.80243
C 0.70786 1.26813 0.50027
H 3.61909 -3.88185 -4.81768
C -1.64455 1.00992 -3.87418
C 0.38094 0.36452 5.67313
H -6.22032 -0.90917 -4.09955
H 3.43557 -5.48442 -2.62667
H 1.49079 1.47455 -0.29601
C 4.19347 0.01510 -0.93118
N -1.94055 1.15470 -2.50686
C -5.36521 -1.12998 -3.48569
C 2.70853 -2.37720 -3.48277
H -2.17730 3.20987 0.96796
H 2.59981 -1.51441 -4.12930
N 3.01849 0.00816 -1.67145
C 5.16463 0.72822 -1.63135
C -4.79587 -2.39914 -3.23856
H -1.38950 2.47087 -5.52892
C 3.12267 -4.45436 -2.71288
C 0.59277 -0.35108 -2.60616
C -1.74179 2.18678 1.09321
C 1.17018 1.20742 1.92789
H -1.64416 -0.62245 6.36276
H -0.58918 2.61347 -0.69715
H 0.10232 3.28549 0.75316
H 2.20457 0.83159 2.11423
C 3.28321 0.65775 -2.87263
P 1.48862 -0.91446 -1.09830
F 0.32028 0.02061 7.01428
H -2.85818 -2.88347 -2.27321
H 5.01995 1.65826 -3.69681
C -0.23137 3.34394 3.19889
C -2.09558 3.19143 -3.49949
C -1.79988 -0.67333 5.27558
H 6.15965 0.95224 -1.30189
C -0.36397 2.35816 0.36805
H 1.06873 -0.75294 -3.52181
C -4.55306 -0.18816 -2.84012
Re 0.25845 -0.82939 0.94844
C 1.06797 2.49307 2.83373
C 0.08102 -2.00373 5.22265
C 4.58770 1.12773 -2.86544
H 0.10400 4.00915 4.04277
F -0.27196 1.55781 5.64959
F 1.67800 0.60313 5.41346
C -1.65593 2.26346 -4.49368
F -0.35220 -2.99502 4.39058
P -1.90922 -0.21796 -1.24916
H -5.17754 -3.35038 -3.57787
H -2.44789 2.89285 -1.31385
H -1.16305 -1.26492 -3.38968
H -2.38032 1.50180 0.51553
H 0.64906 0.73667 -2.72311
H 1.72175 3.23893 2.29657
H 1.80747 -3.07169 0.93834
H 2.54913 0.81184 -3.64840
H 0.49289 -3.10070 2.21713
N 2.33056 -2.39630 -2.14548
F 1.44247 -2.06895 5.27175
H -0.54052 -1.96831 -1.90141
O -0.20899 -0.43713 3.31741
C -2.09780 1.91384 2.54017
H -2.27065 4.26708 -3.61205
C -0.75018 -1.02592 -2.41794
H 2.23538 -4.00047 -0.70756
F -0.41024 -2.31266 6.48275
C -3.63559 -2.19029 -2.50376
H -0.42274 4.06625 2.35819
C -1.48358 2.61448 3.52376
H -2.25758 -1.63775 5.05117
H 1.99139 -2.33582 2.64415
C 2.54792 -3.68101 -1.69732
C -0.41025 -0.60293 4.61957
H -4.63921 0.87122 -2.86072
H -2.43247 0.14320 4.93106
H -1.86745 2.60783 4.51919
H -1.29177 0.07359 -4.36629
C 3.21537 -3.62569 -3.85255
*
```

Record 5
The following is a quantum chemistry calculation of a structure of composition C31H38F9N2O31S2, from the Open Molecules 2025 dataset.

Summary:
**F_max**: 0.5 eV Å⁻¹
**E_LUMO**: 0.06012 Ha
**Orbital gap**: 8.2 eV

Structure (ORCA input):
```
! RIJCOSX wB97M-V def2-TZVPD def2/J DEFGRID3
* xyz -1 1
F -0.52420 -11.06774 -3.16883
C -3.66904 4.75074 -4.56870
C -2.78575 0.20697 0.90980
C 7.59422 -1.09026 3.78667
H -1.05078 5.03688 -0.39586
C 1.79094 -0.60108 1.52934
H 4.40117 -6.96602 4.44043
H 1.06237 -3.77436 0.28387
H 4.61009 -7.59190 2.77722
O 1.09952 -5.64878 1.14058
C 7.12916 -1.82501 5.03102
H -3.60765 2.47565 3.26692
H 2.45932 9.00647 4.86501
C -0.91571 -4.61610 0.77448
H -1.99528 2.36599 -8.60617
H -3.21197 -0.72794 1.26960
H 8.53337 -1.45416 3.38205
O -1.72087 7.98114 0.74566
H -1.40003 -3.87008 0.15064
H 4.38800 -5.28765 1.87941
H -1.45298 -4.73597 1.71674
H -2.66994 3.03748 0.41491
C -3.51373 2.53211 -4.16121
O -0.84555 -5.89183 0.10728
C -2.97448 3.00296 2.54512
C -4.46856 3.17323 -3.17260
C 0.56678 8.66469 3.91147
F 4.35152 0.88759 -0.07025
O -3.36116 1.59535 -7.26672
C -1.37851 -10.06226 -2.84687
H -0.81037 -9.03675 -0.97698
O 2.76432 0.35597 1.45111
C -1.46006 -9.82207 -1.35338
O -1.62001 -1.67659 -0.40171
C -2.72870 7.16830 1.17014
H 2.66298 -0.60675 -1.13497
H -3.89729 1.63276 -4.63065
C 0.31237 -6.48184 0.43250
H -3.12428 4.06967 2.72926
S -1.95302 -0.28098 -0.61816
F 0.43427 10.01143 3.86672
H -1.04196 2.60781 1.95853
H 0.96181 1.95132 -1.27231
H 0.03374 6.92096 0.79686
O -3.52738 5.81796 -5.07651
C 6.52138 -5.30524 3.71244
O 4.35686 -1.85258 3.07993
C -3.43861 2.71793 1.11990
C 0.54223 -4.32823 1.06436
O 2.20424 7.07660 4.17181
H 7.64534 -0.01764 3.98265
O 6.53549 -1.35504 2.86699
O -2.61102 5.95739 0.60971
O -3.56504 7.49535 1.95010
O 1.01634 8.19438 2.65914
H -0.40795 8.22330 4.12682
C 5.42164 -1.67492 3.56971
C 4.39441 -5.40655 2.96451
F -0.21070 7.88839 -0.92806
O -2.83369 -9.45206 -1.19026
N -1.56201 2.69492 2.82583
C -2.50171 1.43058 -8.39021
O 6.25386 -6.61837 3.58810
H -1.98427 0.48335 1.59018
H 7.44214 -2.86845 5.08393
H -5.53015 3.01085 -3.36844
H -3.92669 1.78009 -10.04249
H -1.11329 -9.18318 -3.43691
H 1.37268 7.97005 5.83963
C -4.47067 0.85354 -7.44944
H -4.11292 1.29903 -0.30256
O 2.20521 6.38785 2.02181
C 4.83300 -6.77630 3.45685
O 5.71581 -1.78620 4.88824
C 3.80048 -0.13654 0.63572
O 5.40901 -4.57067 3.50411
O 7.57983 -4.83094 3.98133
H -2.01151 6.18592 -1.36108
H 4.56386 -0.59954 1.25636
H -1.77505 0.64283 -8.18291
O -2.69502 -10.45520 -3.16983
F 3.20317 -5.03972 3.45524
O -1.02367 2.97924 -1.31610
C 1.85346 7.13700 2.86646
O -4.18893 4.55804 -3.32769
O -4.72096 -9.91641 -2.33305
H -4.29925 3.36323 0.92058
F -2.91521 0.08932 -10.32792
H 3.67041 -1.97226 -0.55862
O -0.29495 1.41532 -3.05611
H -2.55464 2.33765 -3.67851
O 0.62041 -7.59746 0.13060
O 0.89681 -0.59175 2.30015
F -4.18047 2.78971 -1.91499
O -5.32921 0.69184 -6.65084
C 1.69161 8.23078 4.83541
C 3.06832 -1.11832 -0.25895
H -4.75673 1.00292 1.29741
O 2.00804 -1.54999 0.58416
H -1.45053 1.81599 3.31371
S -0.31810 1.75314 -1.64891
O -3.35982 3.57587 -5.14019
C -3.47251 0.97378 -9.46287
C -0.75381 7.17447 0.08959
F 0.72728 -3.72030 2.24572
N -0.58790 0.54502 -0.67638
C -3.85442 1.29571 0.75363
O -4.47595 0.32702 -8.71243
H -1.27557 -10.75536 -0.81699
C -1.57206 5.98850 -0.38161
F 7.48224 -1.17743 6.16746
O -2.82323 0.02756 -1.73380
C -3.54152 -9.93664 -2.23102
*
```